C4H7I2N | ωB97M-V/def2-TZVPD

Each line ends with the Löwdin charge.
Element x y z (Å)
C (0.33, 0.20, 0.25)  -0.18
C (-0.08, -0.23, 1.45)  -0.33
C (-0.33, -0.20, -2.20)  -0.07
C (0.57, -0.62, -0.98)  -0.20
N (-0.58, 0.67, 2.55)  -1.03
I (-0.76, 2.63, 2.19)  0.76
I (0.52, 0.31, 4.33)  0.51
H (0.55, 1.21, 0.15)  0.02
H (-0.51, -1.23, 1.84)  0.13
H (-0.21, 0.75, -2.55)  0.03
H (-0.03, -0.81, -3.05)  0.08
H (-1.35, -0.30, -2.18)  0.04
H (1.64, -0.67, -1.07)  0.10
H (0.23, -1.71, -0.72)  0.14

* energy above the lowest of the compared OMol25 structures with the same formula, charge and spin: 0.0 kcal/mol
* spin multiplicity: 3
* expectation value of S²: 2.02
* lowest unoccupied orbital energy (spin up / spin down): -0.0026 / -0.1006 Ha
* HOMO (spin up / spin down): -6.6 / -8.8 eV

C44H36BrNO4P2STl | ωB97M-V/def2-TZVPD

Each line ends with the Löwdin charge.
Element x y z (Å)
Tl (-2.37, -2.08, -1.46)  0.72
O (-9.18, -0.64, 0.24)  0.10
C (-7.88, -0.71, -0.05)  -0.31
C (-7.07, 0.39, -0.31)  0.01
C (-5.74, 0.18, -0.60)  -0.13
N (-5.17, -1.02, -0.64)  -0.02
C (-5.95, -2.05, -0.38)  -0.73
Br (-5.11, -3.75, -0.42)  0.74
C (-7.29, -1.98, -0.08)  -0.03
H (-9.49, 0.28, 0.22)  0.12
H (-7.48, 1.40, -0.28)  0.12
H (-5.08, 1.01, -0.81)  0.11
H (-7.89, -2.86, 0.12)  0.12
C (5.12, 2.82, 0.69)  -0.01
C (4.28, 2.28, -0.48)  -0.43
C (4.86, 2.74, -1.82)  -0.01
C (4.29, 0.76, -0.44)  -0.09
C (5.48, 0.05, -0.53)  -0.01
C (5.51, -1.33, -0.50)  -0.06
C (4.33, -2.05, -0.39)  -0.08
C (3.12, -1.38, -0.30)  -0.26
P (1.48, -2.21, -0.09)  1.14
C (1.72, -2.69, 1.67)  -0.36
C (2.08, -3.96, 2.10)  -0.10
C (2.20, -4.23, 3.45)  -0.07
C (1.97, -3.22, 4.38)  -0.08
C (1.64, -1.95, 3.95)  -0.07
C (1.51, -1.68, 2.60)  -0.08
C (1.58, -3.62, -1.18)  -0.35
C (0.61, -4.70, -0.97)  -0.73
C (0.36, -5.60, -2.09)  -0.05
C (1.06, -5.49, -3.25)  -0.06
C (1.98, -4.43, -3.42)  -0.01
C (2.22, -3.52, -2.41)  -0.08
C (3.12, 0.02, -0.30)  -0.17
O (1.88, 0.60, -0.14)  0.00
C (1.77, 1.96, -0.13)  -0.15
C (0.48, 2.48, 0.08)  -0.18
C (0.28, 3.85, 0.00)  -0.08
C (1.34, 4.70, -0.25)  -0.05
C (2.61, 4.18, -0.40)  -0.01
C (2.85, 2.81, -0.34)  -0.09
P (-1.01, 1.41, 0.29)  0.92
C (-1.74, 1.79, -1.32)  -0.27
C (-1.28, 1.06, -2.41)  -0.12
C (-1.70, 1.37, -3.69)  -0.06
C (-2.56, 2.45, -3.89)  -0.07
C (-3.01, 3.18, -2.81)  -0.07
C (-2.61, 2.86, -1.52)  -0.08
C (-1.76, 1.98, 1.84)  -0.24
C (-0.99, 2.73, 2.73)  -0.07
C (-1.50, 3.07, 3.97)  -0.06
C (-2.79, 2.68, 4.32)  -0.06
C (-3.56, 1.94, 3.43)  -0.06
C (-3.05, 1.59, 2.20)  -0.06
H (6.15, 2.47, 0.62)  0.08
H (4.71, 2.48, 1.64)  0.10
H (5.13, 3.91, 0.69)  0.09
H (5.88, 2.38, -1.95)  0.08
H (4.88, 3.83, -1.89)  0.08
H (4.25, 2.37, -2.65)  0.10
H (6.41, 0.60, -0.63)  0.12
H (6.46, -1.85, -0.56)  0.11
H (4.35, -3.13, -0.37)  0.11
H (2.27, -4.76, 1.39)  0.10
H (2.46, -5.22, 3.78)  0.11
H (2.03, -3.44, 5.44)  0.11
H (1.47, -1.15, 4.67)  0.11
H (1.23, -0.69, 2.26)  0.09
H (0.98, -5.36, -0.16)  0.11
H (-0.37, -6.38, -1.94)  0.12
H (0.89, -6.19, -4.06)  0.11
H (2.49, -4.33, -4.37)  0.12
H (2.90, -2.70, -2.59)  0.11
H (-0.72, 4.25, 0.14)  0.11
H (1.18, 5.77, -0.33)  0.11
H (3.44, 4.85, -0.56)  0.12
H (-0.55, 0.27, -2.24)  0.09
H (-1.33, 0.80, -4.53)  0.11
H (-2.86, 2.71, -4.89)  0.11
H (-3.68, 4.02, -2.97)  0.11
H (-2.97, 3.44, -0.67)  0.11
H (0.02, 3.02, 2.46)  0.10
H (-0.90, 3.64, 4.66)  0.11
H (-3.18, 2.93, 5.30)  0.11
H (-4.56, 1.63, 3.71)  0.11
H (-3.63, 0.98, 1.52)  0.10
O (-1.99, -0.27, 0.42)  -0.42
O (-0.51, -0.08, 0.32)  -0.35
S (-0.82, -4.21, 0.12)  0.41

* total charge: +1
* lowest unoccupied orbital energy: -0.1429 Ha
* HOMO: -9.8 eV

C20H22HgN2O3 | ωB97M-V/def2-TZVPD

Each line ends with the Löwdin charge.
Element x y z (Å)
C (3.75, -1.28, -0.31)  -0.17
C (3.54, -0.44, -1.52)  -0.18
H (3.51, -0.64, 0.54)  0.07
H (4.64, -1.92, -0.25)  0.07
H (2.89, -1.98, -0.33)  0.04
H (2.53, -0.70, -1.80)  0.02
H (3.57, 0.67, -1.47)  0.06
H (4.14, -0.75, -2.39)  0.07
C (-1.34, -1.32, 2.19)  -0.12
C (-2.27, -1.64, 3.16)  -0.03
C (-3.63, -1.61, 2.83)  -0.03
C (-4.00, -1.24, 1.54)  0.00
H (-0.27, -1.33, 2.37)  0.12
H (-1.89, -1.91, 4.14)  0.11
H (-4.39, -1.87, 3.58)  0.12
H (-5.01, -1.21, 1.20)  0.10
N (-1.72, -0.98, 0.97)  -0.02
C (-3.02, -0.88, 0.62)  -0.20
C (-3.29, -0.45, -0.75)  -0.20
N (-2.22, -0.25, -1.53)  -0.03
C (-2.33, 0.10, -2.80)  -0.11
C (-4.73, 0.15, -2.61)  -0.02
C (-3.57, 0.35, -3.37)  -0.04
H (-1.41, 0.16, -3.38)  0.12
H (-3.58, 0.69, -4.39)  0.11
C (-4.56, -0.28, -1.30)  0.01
H (-5.39, -0.47, -0.67)  0.09
H (-5.71, 0.35, -3.04)  0.11
Hg (-0.37, -1.21, -0.79)  1.15
C (-0.41, -3.26, -1.46)  -0.26
H (-0.76, -3.28, -2.50)  -0.03
H (-1.10, -3.82, -0.82)  -0.02
H (0.63, -3.58, -1.36)  -0.05
O (2.05, 1.84, 3.24)  0.03
C (2.56, 2.28, 2.11)  -0.29
C (3.90, 2.77, 2.02)  -0.02
C (4.43, 3.12, 0.80)  -0.11
C (3.63, 3.15, -0.35)  -0.12
C (2.30, 2.71, -0.26)  -0.06
C (1.77, 2.21, 0.93)  -0.08
C (0.43, 1.49, 0.99)  -0.56
O (0.05, 1.11, 2.13)  -0.01
O (-0.12, 1.26, -0.13)  -0.11
H (1.15, 1.39, 3.00)  0.05
H (4.43, 2.80, 2.99)  0.12
H (5.50, 3.38, 0.73)  0.10
H (4.01, 3.52, -1.32)  0.10
H (1.70, 2.76, -1.16)  0.11

* energy above the lowest of the compared OMol25 structures with the same formula, charge and spin: 0.0 kcal/mol
* lowest unoccupied orbital energy: -0.0306 Ha
* HOMO: -7.3 eV

C3H7NO | ωB97M-V/def2-TZVPD

Each line ends with the Löwdin charge.
Element x y z (Å)
C (-0.31, 0.03, 0.07)  -0.54
C (0.64, 0.97, -0.58)  -0.06
C (0.28, -1.37, 0.32)  -0.04
N (-1.70, 0.29, 0.12)  0.09
O (-1.04, 0.51, 1.41)  -0.03
H (1.43, 1.31, 0.18)  0.12
H (0.17, 1.74, -1.03)  0.03
H (1.21, 0.38, -1.21)  0.05
H (-0.20, -1.71, 1.13)  0.02
H (1.39, -1.52, 0.52)  0.11
H (0.12, -1.91, -0.66)  0.10
H (-1.98, 1.27, -0.28)  0.13

* energy above the lowest of the compared OMol25 structures with the same formula, charge and spin: 91.1 kcal/mol
* spin multiplicity: 3
* expectation value of S²: 2.01
* lowest unoccupied orbital energy (spin up / spin down): 0.0356 / -0.0668 Ha
* HOMO (spin up / spin down): -4.1 / -10.8 eV

Sequential calculated total energy output: -21947.81505, -160032.97613, -34392.97495, -6753.35357 eV